Entry 1:
The following is a DFT calculation (ωB97M-V/def2-TZVPD) of 2 unconnected molecules or ions with the total composition C5H5N3.

- HOMO energy (eV) = -9.10
- energy above the lowest of the compared OMol25 structures with the same formula, charge and spin (kJ/mol) = 845.0
- total energy (Eh) = -357.45078
- orbital gap (eV) = 6.284

Structure (XYZ):
```
13
Properties=species:S:1:pos:R:3:forces:R:3
C -2.0124 -0.8456 0.0356 4.6 -0.9 -2.4
C -0.7244 -0.2704 -0.1889 -2.0 -1.0 -0.3
C -0.5537 1.2060 -0.1784 0.5 1.2 -1.2
C 1.4564 0.3380 0.2505 -6.5 3.5 -3.4
C 2.7431 -0.0230 0.1794 13.9 -5.3 -5.0
H -2.3165 -1.8931 -0.1839 0.9 0.6 0.8
H -2.7831 -0.1961 -0.2203 -1.3 1.5 0.3
H -1.1444 1.3804 0.6995 -0.4 2.0 0.1
H -0.7313 1.7536 -1.1676 -0.7 -0.7 1.6
H 0.7540 -1.7803 1.4209 0.0 1.1 -2.5
N 0.8737 1.5172 0.0655 1.2 -1.7 2.3
N 0.6391 -0.6423 -0.3638 -1.2 -5.0 4.5
N 3.7995 -0.5444 -0.3484 -9.1 4.7 5.1
```
Positions in Å, forces in eV/Å.

***

Entry 2:
The following is a DFT calculation (ωB97M-V/def2-TZVPD) of a single C5H5N3 molecule.

- HOMO energy (eV) = -9.46
- energy above the lowest of the compared OMol25 structures with the same formula, charge and spin (kJ/mol) = 466.7
- total energy (Eh) = -357.59484
- structure (SMILES) = [H]/N=C/N=C1/C=CC=N1
- orbital gap (eV) = 8.299

Structure (XYZ):
```
13
Properties=species:S:1:pos:R:3:forces:R:3
H -2.5808 -2.6292 1.7167 -0.4 1.8 -3.6
N -2.6591 -2.0523 0.6794 7.7 -0.9 2.4
C -1.2598 -1.8003 0.4189 -4.2 -0.6 2.8
N -1.0083 -0.8940 -0.5894 -6.6 -3.7 -2.7
C -0.1327 -0.1069 -0.6429 6.3 5.6 3.2
C 0.2254 1.3002 -1.3213 1.4 -1.3 -2.4
C 1.2784 1.8649 -0.6630 -1.5 -1.2 2.1
C 1.3936 0.9639 0.5632 -0.1 -1.6 -2.0
N 0.7673 -0.1867 0.5562 2.0 3.8 -0.1
H -0.2762 -1.9536 1.0905 -2.7 -0.5 -1.3
H 0.0092 1.4081 -2.4111 -0.4 0.4 1.2
H 2.0216 2.7321 -0.5039 -1.8 -1.1 -1.7
H 2.2214 1.3536 1.1066 0.3 -0.8 1.9
```
Positions in Å, forces in eV/Å.

***

Entry 3:
The following is a DFT calculation (ωB97M-V/def2-TZVPD) of a single C5H5N3O molecule.

- HOMO energy (eV) = -9.95
- energy above the lowest of the compared OMol25 structures with the same formula, charge and spin (kJ/mol) = 194.4
- total energy (Eh) = -432.96971
- structure (SMILES) = N#C[C@@H](N)c1cnco1
- orbital gap (eV) = 10.271

Structure (XYZ):
```
14
Properties=species:S:1:pos:R:3:forces:R:3
N 1.4685 3.1253 0.6832 0.9 1.2 0.1
C 0.7450 2.2461 0.6172 -2.5 -3.6 -0.4
C -0.5252 0.8726 0.3249 1.3 2.8 0.5
N -1.3071 1.2937 -0.7638 -0.1 -0.2 0.0
C 0.0820 -0.4458 0.1598 0.4 -0.3 -1.0
C 0.5201 -1.1615 -0.9210 -0.3 0.8 0.8
N 0.7822 -2.4377 -0.5236 0.2 -0.7 0.2
C 0.5051 -2.4579 0.7374 0.2 -0.2 -0.5
O 0.0779 -1.2924 1.2243 -0.2 0.3 0.4
H -1.0553 0.9503 1.2728 0.1 0.0 -0.2
H -0.8151 1.2590 -1.6471 -0.1 0.0 0.1
H -1.7114 2.2109 -0.6244 0.1 -0.1 0.0
H 0.6624 -0.8633 -1.9384 0.0 0.2 -0.2
H 0.5708 -3.2993 1.3986 0.0 0.0 0.2
```
Positions in Å, forces in eV/Å.

***

Entry 4:
The following is a DFT calculation (ωB97M-V/def2-TZVPD) of a single C5H5N5 molecule.

- HOMO energy (alpha / beta) (eV) = -6.13 / -10.11
- energy above the lowest of the compared OMol25 structures with the same formula, charge and spin (kJ/mol) = 0.0
- total energy (Eh) = -467.11188
- orbital gap (alpha / beta) (eV) = 6.696 / 6.245
- spin multiplicity = 3

Structure (XYZ):
```
15
Properties=species:S:1:pos:R:3:forces:R:3
C -2.9432 -0.9869 0.1197 -0.1 0.2 0.5
C 2.8981 -0.4300 0.1173 -4.2 0.6 0.3
C 0.7126 -0.4887 0.2354 -5.4 3.9 2.0
C -0.6991 -0.2485 0.4853 3.6 -5.5 -2.1
C -1.6440 -1.4977 0.2712 0.8 2.5 1.4
N -3.9390 -0.4750 -0.0250 -2.4 1.0 -0.3
N 2.4415 -1.5512 -0.3972 -0.6 -2.4 -1.0
N 1.1156 -1.6104 -0.3316 3.8 -3.7 -2.1
N -1.0594 0.7462 1.1474 -1.8 4.8 3.0
N 1.8027 0.3172 0.5007 0.9 -1.6 -0.6
H 3.8558 -0.1753 0.3247 2.8 0.6 0.3
H -1.5703 -1.9745 -0.6170 1.5 -2.0 -2.7
H -1.6601 -2.1729 1.0872 0.5 -0.8 0.8
H -2.0448 0.7744 1.4837 1.0 -0.2 -0.6
H 1.7981 1.2091 0.8403 -0.2 2.5 1.1
```
Positions in Å, forces in eV/Å.

***

What is the formula in the second record? C5H5N3

***

What is the energy above the lowest of the compared OMol25 structures with the same formula, charge and spin in the fourth record? 0.0 kJ/mol

***

What is the formula in the third record? C5H5N3O